Computed, not measured: a structure of composition C15H23I2IrOP2, with the ωB97M-V functional and the def2-TZVPD basis.

Geometry (Å):
I: -0.227 -2.579 -3.112
I: -0.039 2.370 -2.393
Ir: -0.006 -0.279 -1.992
P: -2.262 0.024 -1.435
C: -3.237 -0.081 -2.944
C: -2.672 -1.355 -0.336
H: -3.686 -1.201 0.052
H: -3.825 1.368 -0.182
H: -1.955 -1.349 0.493
H: -2.160 1.540 0.435
H: -3.016 -1.007 -3.481
H: -2.604 -2.302 -0.881
C: -2.771 1.473 -0.471
H: -4.303 -0.066 -2.695
H: -2.646 2.391 -1.052
H: -3.014 0.763 -3.603
P: 2.253 0.003 -1.435
C: 3.240 -0.062 -2.937
C: 2.729 1.438 -0.432
H: 1.962 -1.404 0.467
H: 3.689 -1.256 0.008
H: 2.586 -2.329 -0.935
C: 2.670 -1.396 -0.370
H: 2.103 1.470 0.465
H: 3.779 1.333 -0.128
H: 4.303 -0.042 -2.677
H: 3.009 0.791 -3.583
H: 2.603 2.371 -0.991
H: 3.028 -0.984 -3.487
C: 0.119 -0.101 -3.883
O: 0.199 0.216 -5.003
C: -0.007 -0.019 -0.031
C: 0.046 0.068 1.210
C: 0.033 0.050 2.637
C: -1.037 0.605 3.373
C: -1.039 0.585 4.769
C: 0.014 0.029 5.492
C: 1.046 -0.565 4.774
C: 1.069 -0.559 3.382
H: -1.884 1.021 2.833
H: -1.851 1.048 5.315
H: 0.014 0.035 6.587
H: 1.870 -1.004 5.326
H: 1.876 -1.054 2.849

As for the expectation value of S²: 8.81. The net charge is +3. The spin multiplicity is 6. The HOMO energy (alpha / beta) is -16.16 / -18.35 eV. The frontier orbital gap (alpha / beta) comes out at 6.744 / 4.782 eV. The energy above the lowest of the compared OMol25 structures with the same formula, charge and spin is 0.00 kJ/mol.


Computed, not measured: an isolated molecule of C15H23N3O, with the ωB97M-V functional and the def2-TZVPD basis.

Geometry (Å):
C: 5.961 0.371 -0.469
C: 5.621 -0.905 0.293
C: 4.242 -0.862 0.952
C: 3.094 -0.875 -0.054
C: 1.737 -0.889 0.646
C: 0.563 -1.107 -0.309
C: 0.451 -0.039 -1.406
C: 0.394 1.344 -0.813
O: 1.307 2.140 -0.796
N: -0.806 1.684 -0.241
N: -1.874 0.880 -0.286
C: -2.992 1.189 0.250
C: -3.261 2.453 1.026
C: -4.073 0.218 0.069
C: -5.420 0.572 0.138
C: -6.385 -0.402 -0.052
C: -5.975 -1.701 -0.309
N: -4.700 -2.052 -0.383
C: -3.784 -1.126 -0.201
H: 5.283 0.520 -1.305
H: 5.888 1.235 0.188
H: 6.975 0.320 -0.859
H: 5.669 -1.758 -0.388
H: 6.374 -1.061 1.070
H: 4.168 0.035 1.570
H: 4.143 -1.728 1.613
H: 3.183 -1.758 -0.692
H: 3.158 0.013 -0.682
H: 1.604 0.055 1.179
H: 1.724 -1.691 1.390
H: -0.365 -1.115 0.266
H: 0.667 -2.082 -0.792
H: 1.313 -0.089 -2.070
H: -0.461 -0.214 -1.976
H: -0.851 2.611 0.184
H: -2.394 2.721 1.629
H: -4.105 2.319 1.695
H: -3.476 3.280 0.348
H: -5.718 1.595 0.313
H: -7.435 -0.155 -0.008
H: -6.690 -2.497 -0.467
H: -2.756 -1.451 -0.265

The spin multiplicity is 1. The HOMO energy is -8.72 eV. The frontier orbital gap comes out at 9.056 eV. As for the SMILES: CCCCCCCC(=O)N/N=C(\C)c1cccnc1. The energy above the lowest of the compared OMol25 structures with the same formula, charge and spin is 101.08 kJ/mol.


Computed, not measured: an isolated molecule of C15H23N3O3, with the ωB97M-V functional and the def2-TZVPD basis.

Geometry (Å):
C: 5.159 -4.562 2.475
C: 3.669 -4.538 2.289
O: 3.391 -3.318 1.805
C: 1.958 -3.453 1.543
O: 1.104 -4.392 1.920
C: 1.725 -2.095 0.662
C: 1.677 -2.291 -0.663
C: 1.277 -1.238 -1.630
C: -0.204 -0.851 -1.183
N: -0.125 -0.386 0.436
C: -1.393 0.094 0.912
C: -1.299 1.613 0.444
N: -1.800 1.822 -0.759
C: -1.663 3.312 -0.713
C: -1.979 4.386 -1.764
C: -3.436 4.387 -1.805
C: -4.090 5.534 -2.698
C: -4.376 5.033 -1.027
N: -1.343 3.596 0.575
O: -0.889 2.669 1.067
C: 0.347 -1.632 1.118
H: 5.520 -5.706 2.979
H: 5.545 -3.762 3.139
H: 5.734 -4.466 1.647
H: 3.189 -4.645 3.162
H: 3.461 -5.462 1.726
H: 2.195 -1.378 0.992
H: 2.545 -2.763 -1.220
H: 1.013 -3.186 -1.009
H: 0.998 -1.491 -2.543
H: 1.798 -0.323 -1.240
H: -0.593 0.123 -1.451
H: -0.979 -1.438 -1.339
H: -1.127 0.332 1.968
H: -2.449 -0.489 0.658
H: -1.589 5.314 -1.360
H: -1.467 3.950 -2.815
H: -3.772 3.390 -2.181
H: -4.773 5.469 -3.233
H: -3.512 6.408 -2.760
H: -5.373 4.748 -0.791
H: -3.835 5.731 -0.444
H: 0.271 -1.424 2.178
H: -0.513 -2.624 0.935

The spin multiplicity is 1. The HOMO energy is -8.78 eV. The frontier orbital gap comes out at 9.545 eV. As for the SMILES: CCOC(=O)[C@H]1CCCN(Cc2nc(CC3CC3)no2)C1. The energy above the lowest of the compared OMol25 structures with the same formula, charge and spin is 1678.10 kJ/mol.


Computed, not measured: an isolated molecule of C15H23N3O4, with the ωB97M-V functional and the def2-TZVPD basis.

Geometry (Å):
N: 2.529 -2.949 -3.465
C: 1.104 -2.898 -3.241
C: 0.581 -1.979 -2.075
C: 0.739 -2.568 -0.646
C: 0.063 -1.742 0.454
C: -1.469 -1.854 0.541
N: -1.888 -3.266 0.706
C: -2.157 -1.289 -0.689
O: -2.646 -2.044 -1.526
N: -2.125 0.056 -0.831
C: -1.561 0.841 0.211
C: -0.598 1.941 -0.374
C: 0.455 2.463 0.572
C: 1.684 1.879 0.772
C: 2.662 2.370 1.657
C: 2.350 3.439 2.470
O: 3.358 3.835 3.360
C: 1.151 4.093 2.350
C: 0.213 3.606 1.310
C: -2.520 1.364 1.209
O: -2.110 1.801 2.276
O: -3.824 1.338 0.933
H: 3.006 -3.317 -2.662
H: 2.983 -2.021 -3.540
H: 0.737 -3.879 -3.084
H: 0.632 -2.619 -4.176
H: 1.053 -1.011 -2.214
H: -0.436 -1.861 -2.365
H: 1.725 -2.658 -0.288
H: 0.397 -3.579 -0.712
H: 0.422 -2.080 1.492
H: 0.440 -0.712 0.381
H: -1.824 -1.324 1.471
H: -1.790 -3.715 -0.191
H: -2.852 -3.180 1.054
H: -2.635 0.461 -1.607
H: -0.944 0.205 0.807
H: -0.129 1.519 -1.255
H: -1.249 2.845 -0.758
H: 1.910 0.969 0.214
H: 3.611 1.932 1.847
H: 3.046 4.691 3.737
H: 0.808 4.913 2.936
H: -0.741 4.127 1.252
H: -4.158 1.855 1.687

The spin multiplicity is 1. The HOMO energy is -8.96 eV. The frontier orbital gap comes out at 9.420 eV. As for the SMILES: NCCCC[C@H](N)C(=O)N[C@@H](Cc1ccc(O)cc1)C(=O)O. The energy above the lowest of the compared OMol25 structures with the same formula, charge and spin is 219.53 kJ/mol.


Computed, not measured: an isolated molecule of C15H23N3O4, with the ωB97M-V functional and the def2-TZVPD basis.

Geometry (Å):
C: 3.784 1.045 1.432
C: 3.273 -0.112 1.708
C: 2.171 -0.548 0.797
N: 2.353 -1.253 -0.294
C: 3.513 -1.473 -1.191
C: 3.825 -0.623 -2.267
O: 4.511 0.496 -2.040
C: 0.780 -0.080 1.221
C: 0.658 0.318 2.374
O: 1.438 0.855 3.052
N: -0.695 0.803 2.492
C: -1.729 0.922 1.721
O: -2.750 1.063 2.026
N: -1.475 0.157 0.486
C: -2.674 0.261 -0.269
C: -2.388 1.007 -1.883
C: -3.578 0.915 -2.493
C: -4.095 -0.473 -2.864
C: -4.262 -1.209 -1.761
C: -2.976 -1.103 -0.785
C: -0.238 -0.264 0.207
O: -0.227 -0.676 -1.127
H: 2.972 1.835 1.822
H: 3.851 1.375 0.250
H: 4.722 1.273 1.968
H: 4.129 -1.010 1.497
H: 3.138 -0.397 2.562
H: 1.480 -1.264 -0.956
H: 3.327 -2.489 -1.601
H: 4.340 -1.550 -0.472
H: 2.932 -0.218 -2.728
H: 4.556 -1.232 -3.046
H: 5.396 0.470 -1.538
H: -0.982 1.293 3.460
H: -3.381 0.649 0.164
H: -1.660 0.440 -2.173
H: -1.972 1.789 -1.432
H: -3.443 1.555 -3.520
H: -4.326 1.373 -2.100
H: -3.273 -0.718 -3.560
H: -4.975 -0.671 -3.465
H: -4.522 -2.241 -1.827
H: -5.109 -0.883 -1.263
H: -2.221 -1.734 -1.367
H: -3.180 -1.736 0.260

The spin multiplicity is 1. The HOMO energy is -8.07 eV. The frontier orbital gap comes out at 8.220 eV. As for the SMILES: CC/C(NCCO)=C1\C(=O)NC(=O)N(C2CCCCC2)C1=O. The energy above the lowest of the compared OMol25 structures with the same formula, charge and spin is 1438.42 kJ/mol.


> Which formula does entry 3 have?

C15H23N3O3